Entry 1:
Below is C6H5N5ORhSbSe4 as an isolated structure at a distorted geometry, with properties calculated with ωB97M-V with the def2-TZVPD basis set.

Results
**ΔE to the lowest compared entry with this formula, charge and spin**: 135.8 kcal per mole
**HOMO-LUMO gap (alpha / beta)**: 4.76 / 4.40 eV
**E_tot**: -10536.9316 hartree

```
! RIJCOSX wB97M-V def2-TZVPD def2/J DEFGRID3
* xyz 0 5
Rh 0.00 0.00 0.00
N 2.71 -3.10 0.00
C 2.53 -1.68 0.00
N 1.34 -1.42 0.00
C 0.65 -2.72 0.00
N 1.47 -3.70 0.00
C -0.86 -2.67 0.00
C -1.74 -3.88 0.00
N -3.01 -3.68 0.00
C -3.56 -2.36 0.00
C -2.77 -1.27 0.00
N -1.42 -1.42 0.00
H 3.61 -3.59 0.00
H 3.26 -0.92 0.00
H -1.34 -4.88 0.00
H -4.64 -2.22 0.00
H -3.15 -0.28 0.00
O 0.00 0.00 1.64
Se -1.19 5.97 -1.81
Sb 0.00 5.07 0.00
Se 2.17 5.97 -0.04
Se -1.02 5.91 1.94
Se 0.00 2.49 0.00
*
```


Entry 2:
Below is C2H3I2NO2 as an isolated structure at a distorted geometry, with properties calculated with ωB97M-V with the def2-TZVPD basis set.

Results
**ΔE to the lowest compared entry with this formula, charge and spin**: 85.4 kcal per mole
**HOMO-LUMO gap**: 8.87 eV
**E_tot**: -878.4696 hartree

```
! RIJCOSX wB97M-V def2-TZVPD def2/J DEFGRID3
* xyz 0 1
C 0.91 0.62 -0.15
C -0.47 0.07 0.05
N -0.50 -1.34 0.36
O 0.51 -1.73 0.90
O -1.45 -2.03 0.06
I 0.95 2.82 -0.38
I -1.62 0.40 -1.69
H 1.44 0.11 -1.03
H 1.25 0.30 0.77
H -1.01 0.78 1.11
*
```


Entry 3:
Below is a 2-piece molecular cluster, C4H7Br3O2 overall at a distorted geometry, with properties calculated with ωB97M-V with the def2-TZVPD basis set.

Results
**ΔE to the lowest compared entry with this formula, charge and spin**: 75.9 kcal per mole
**HOMO-LUMO gap (alpha / beta)**: 8.97 / 6.40 eV
**E_tot**: -8028.9687 hartree

```
! RIJCOSX wB97M-V def2-TZVPD def2/J DEFGRID3
* xyz 0 1
C 1.77 -0.71 -1.56
C 0.65 0.06 -1.98
C -0.21 0.97 0.62
C -1.28 0.13 1.22
O -1.21 -0.14 2.63
O -2.50 0.47 0.80
Br 1.45 0.78 1.72
Br -0.72 2.80 0.33
Br -0.97 -1.71 0.42
H 2.04 -0.26 -0.57
H 2.56 -0.73 -2.30
H 1.48 -1.80 -1.19
H 0.70 0.86 -2.59
H -0.42 -0.41 -1.76
H -0.24 -0.35 2.76
H -3.10 0.05 1.45
*
```